No. 1
# C4H13N3

2 unconnected molecules or ions with the total composition C4H13N3 (ωB97M-V with the def2-TZVPD basis set, the Open Molecules 2025 dataset).

```
20
Properties=species:S:1:pos:R:3:forces:R:3
C -1.460227 -0.361256 -0.942684 -0.25 0.13 -0.24
N -1.706714 2.313569 -0.046188 -0.04 0.08 -0.02
C -2.797726 1.536915 -0.598124 0.22 0.66 0.22
N -2.725469 0.362229 -1.024595 0.15 -0.15 0.10
H -1.177438 -0.658617 -1.952660 -0.05 -0.11 -0.01
H -1.635738 -1.263268 -0.362902 0.02 -0.13 0.01
H -0.639485 0.199041 -0.509134 0.03 0.16 0.12
H -1.686845 3.214111 -0.521972 0.05 -0.14 -0.04
H -1.916796 2.558972 0.918785 0.02 -0.19 0.00
H -3.744461 2.077677 -0.642694 -0.19 -0.27 -0.18
C 1.102151 -1.682689 1.069815 -0.04 -0.24 0.32
N 2.453574 -1.148596 1.078283 0.02 -0.08 -0.25
C 2.624464 -0.143777 0.031027 0.12 -0.25 0.20
H 0.406911 -0.890045 1.346516 -0.06 0.02 -0.15
H 0.796020 -2.127857 0.111857 -0.03 0.20 -0.10
H 0.991266 -2.465491 1.822353 0.14 0.03 0.05
H 3.103837 -1.909608 0.911394 0.00 0.11 0.08
H 2.418811 -0.538560 -0.974051 -0.06 0.10 -0.03
H 3.642954 0.239981 0.053854 0.04 0.01 -0.02
H 1.950916 0.687277 0.231129 -0.08 0.07 -0.07
```
Forces are in eV/Å.

Values from the calculation:
Energy above the lowest of the compared OMol25 structures with the same formula, charge and spin in kcal per mole: 35.2
2S+1: 1
SMILES string: C/N=C\N.CNC
DFT total energy in eV: -8827.8863
Orbital gap in eV: 9.8
HOMO in eV: -8.8502
LUMO level in hartree: 0.03322
Strongest force on any atom in eV Å⁻¹: 0.7

No. 2
# C4H13N3

A single C4H13N3 molecule at a distorted geometry (ωB97M-V with the def2-TZVPD basis set, the Open Molecules 2025 dataset).

```
20
Properties=species:S:1:pos:R:3:forces:R:3
C 1.699468 0.281497 0.546428 -0.02 -1.26 0.49
N 2.891116 0.311867 -0.289756 0.35 0.41 -0.54
C 0.406945 0.232362 -0.272805 -0.53 -0.03 0.74
C 0.529324 -0.787344 -1.413423 0.09 1.38 0.26
N -0.708450 -0.103484 0.627567 0.53 -0.16 0.63
C -1.924080 0.612310 0.397866 -0.93 1.30 -0.69
N -3.039310 -0.190070 0.844867 0.22 -0.80 -0.09
H 1.682960 -0.630485 1.157955 -0.15 -0.35 -0.09
H 1.683370 1.019855 1.349278 0.11 0.64 -0.60
H 3.750736 0.364751 0.222453 0.18 0.47 0.65
H 3.041419 -0.541097 -0.815693 -0.61 -0.05 -0.08
H 0.101510 1.217144 -0.637590 0.63 0.05 -0.39
H 1.171930 -0.327057 -2.165398 -0.08 -0.33 -0.25
H 1.011692 -1.687620 -1.036707 -0.31 -0.29 -0.11
H -0.476440 -0.929904 -1.805205 0.16 -0.44 -0.22
H -0.925885 -1.089942 0.620467 0.05 -0.13 -0.13
H -2.043574 0.894616 -0.668563 -0.25 -0.57 0.01
H -1.951446 1.615593 0.865470 0.58 -0.27 0.35
H -2.936822 -0.420242 1.823754 -0.18 0.15 0.05
H -3.964458 0.157259 0.649041 0.15 0.26 0.01
```
Forces are in eV/Å.

Values from the calculation:
Energy above the lowest of the compared OMol25 structures with the same formula, charge and spin in kcal per mole: 20.6
2S+1: 1
SMILES string: C[C@H](CN)NCN
DFT total energy in eV: -8828.5215
Orbital gap in eV: 9.6
HOMO in eV: -8.5263
LUMO level in hartree: 0.04069
Strongest force on any atom in eV Å⁻¹: 1.7

No. 3
# C4H13N3

A gas-phase ion, C4H13N3 (charge +2) at a distorted geometry (ωB97M-V with the def2-TZVPD basis set, the Open Molecules 2025 dataset).

```
20
Properties=species:S:1:pos:R:3:forces:R:3
C 2.141761 -0.603894 0.329048 -0.84 -1.22 1.01
C 0.625990 1.358883 -0.171461 -0.59 0.98 -0.34
C -2.434027 -0.677744 0.209814 -1.58 0.85 0.89
C -1.712102 0.507278 -0.332526 0.39 -1.46 -0.78
N 1.895290 0.739712 0.026625 0.15 3.39 0.12
N 0.948523 -1.266767 -0.192275 2.03 0.39 0.24
N -0.428294 0.546466 0.254867 1.24 -2.03 2.48
H 3.007028 -0.773643 -0.328897 0.43 -0.67 0.40
H 2.375955 -0.888391 1.420692 -0.05 0.78 -1.40
H 0.563385 2.310082 0.465719 0.44 -0.73 -0.56
H 0.417553 1.704125 -1.236144 0.57 -0.33 0.98
H -1.697597 -1.473519 0.334433 -0.63 -0.22 0.40
H -3.062111 -0.341619 1.073779 0.94 -0.96 -0.15
H -3.170448 -0.945531 -0.525130 -0.25 -0.57 -0.33
H -2.090740 1.457748 -0.106241 -1.33 1.66 0.29
H -1.698205 0.395889 -1.411258 0.68 0.45 -0.42
H 2.638455 1.443456 -0.094993 0.23 -0.73 0.22
H 1.220099 -1.297655 -1.163880 -1.20 -1.14 -0.60
H 0.751516 -2.137001 0.291104 -0.07 -0.31 -0.58
H -0.292022 -0.057866 1.156725 -0.58 1.88 -1.87
```
Forces are in eV/Å.

Values from the calculation:
Energy above the lowest of the compared OMol25 structures with the same formula, charge and spin in kcal per mole: 152.5
2S+1: 1
DFT total energy in eV: -8806.9625
Orbital gap (spin up / spin down) in eV: 8.7 / 6.9
HOMO (spin up / spin down) in eV: -20.0970 / -19.4410
Total charge: +2
LUMO level (spin up / spin down) in hartree: -0.41840 / -0.45955
Strongest force on any atom in eV Å⁻¹: 3.4

No. 4
# C4H13N3

3 unconnected molecules or ions with the total composition C4H13N3 at a distorted geometry (ωB97M-V with the def2-TZVPD basis set, the Open Molecules 2025 dataset).

```
20
Properties=species:S:1:pos:R:3:forces:R:3
C -1.454796 0.382264 0.041610 1.93 -0.61 -3.81
C -0.954937 -0.004373 -1.166099 0.54 2.31 1.81
C -3.849636 0.179481 0.554890 -2.80 -1.79 -3.30
C 4.923089 0.179740 0.605617 -1.49 3.31 0.91
N 4.770651 -1.055881 0.734086 0.42 -1.99 -0.31
N -2.472870 -0.250660 0.744061 -1.47 -5.96 -2.03
N -0.032882 0.767750 -1.934608 -1.94 -4.59 0.65
H -1.097670 1.324652 0.275795 -0.04 1.86 1.70
H -1.219479 -0.945237 -1.497418 -0.38 -1.91 -1.26
H -4.313718 -0.195060 -0.509711 1.51 0.85 2.52
H -4.494068 -0.303644 1.305895 0.35 0.62 -0.06
H -3.881608 1.233442 0.484031 -0.19 1.16 0.48
H 4.024544 0.858537 0.628221 0.70 -1.01 -0.84
H 5.842465 0.765954 0.676597 0.30 -0.91 0.08
H 3.850390 -1.516570 0.517019 1.22 0.46 0.77
H 5.607962 -1.633138 0.973044 -0.97 0.12 -0.61
H -2.590995 -1.734673 0.402603 0.82 4.77 1.21
H -2.338883 -0.274214 1.709597 0.78 -0.21 2.17
H -0.062999 1.683335 -1.646460 0.08 2.71 0.03
H -0.254564 0.538298 -2.898778 0.62 0.80 -0.11
```
Forces are in eV/Å.

Values from the calculation:
Energy above the lowest of the compared OMol25 structures with the same formula, charge and spin in kcal per mole: 112.8
2S+1: 1
DFT total energy in eV: -8808.6874
Orbital gap in eV: 7.8
HOMO in eV: -15.6633
Total charge: +2
LUMO level in hartree: -0.28991
Strongest force on any atom in eV Å⁻¹: 6.5

No. 5
# C4H13N3

3 unconnected molecules or ions with the total composition C4H13N3 at a distorted geometry (ωB97M-V with the def2-TZVPD basis set, the Open Molecules 2025 dataset).

```
20
Properties=species:S:1:pos:R:3:forces:R:3
C -3.042561 2.399382 -0.688142 -0.17 0.40 -0.10
C -2.136155 3.614681 -0.316310 1.11 -1.08 -0.81
C -1.119812 3.051725 0.571316 -0.91 2.11 0.58
N 2.750637 -4.770659 -0.916917 0.55 -0.82 -0.67
C 2.377726 -4.309566 0.250188 0.20 0.18 -0.69
N 2.434223 -3.135559 0.662009 -0.42 0.37 0.92
N -2.187406 1.146701 -0.689248 0.00 1.81 0.58
H -3.863582 2.362751 0.025839 0.03 -0.18 -0.08
H -3.401217 2.653998 -1.684962 -0.39 -0.65 0.07
H -2.706457 4.395632 0.175406 -0.15 0.17 0.15
H -1.678279 3.920542 -1.256692 0.04 0.44 0.24
H -1.381485 2.957663 1.625925 0.06 -0.59 -0.06
H -0.057354 3.091534 0.333952 -0.02 -0.73 -0.22
H 2.931004 -5.763271 -1.003997 -0.22 -0.06 -0.08
H 3.259204 -4.175718 -1.559446 -0.02 0.04 0.00
H 1.886082 -4.970617 0.991757 -0.05 0.13 0.50
H 5.070066 -2.005425 2.234175 -0.03 -0.07 -0.12
H 4.951817 -2.314245 1.565923 0.08 0.08 0.13
H -2.708228 0.411066 -0.222516 0.16 -0.22 0.03
H -1.378225 1.439385 -0.098261 0.15 -1.33 -0.37
```
Forces are in eV/Å.

Values from the calculation:
Energy above the lowest of the compared OMol25 structures with the same formula, charge and spin in kcal per mole: 222.7
2S+1: 1
DFT total energy in eV: -8803.9200
Orbital gap in eV: 5.4
HOMO in eV: -17.1322
Total charge: +2
LUMO level in hartree: -0.43210
Strongest force on any atom in eV Å⁻¹: 2.4

No. 6
# C4H13N3

2 unconnected molecules or ions with the total composition C4H13N3 at a distorted geometry (ωB97M-V with the def2-TZVPD basis set, the Open Molecules 2025 dataset).

```
20
Properties=species:S:1:pos:R:3:forces:R:3
C 2.121407 1.092332 0.037649 -1.38 -2.05 -0.76
C -3.527821 -0.687999 -0.074132 -1.16 3.54 -1.14
C -2.585117 0.410157 -0.379260 0.27 -3.54 0.49
C -1.118686 0.378503 -0.262051 -2.03 0.70 1.62
N 3.412849 0.900323 -0.353965 -1.83 0.23 1.23
N 1.311431 0.118165 0.456198 1.26 1.07 0.48
N 1.908833 -1.176045 0.715478 2.48 -0.43 -1.08
H 1.472187 1.984322 -0.180597 1.49 -0.48 0.15
H -4.136571 -1.042570 -0.904950 -0.75 -0.64 -1.32
H -3.144049 -1.659395 0.054478 1.35 -1.78 0.47
H -4.347883 -0.260519 0.429334 -0.92 -0.14 1.81
H -3.135172 1.348092 -0.613330 0.10 0.28 -0.68
H -0.587897 -0.605006 -0.296047 -1.03 0.13 0.46
H -1.014961 1.006339 0.603630 1.34 -0.15 0.71
H -0.761126 0.848498 -1.078696 1.72 1.90 -2.67
H 3.987907 1.690950 -0.484514 0.54 1.27 -0.53
H 3.924780 0.213793 0.159675 0.42 -0.56 0.12
H 1.193100 -1.908568 0.537453 0.32 0.50 0.96
H 2.391161 -1.228752 1.694813 -1.24 -0.22 -1.89
H 2.635626 -1.422618 -0.061166 -0.95 0.40 1.58
```
Forces are in eV/Å.

Values from the calculation:
Energy above the lowest of the compared OMol25 structures with the same formula, charge and spin in kcal per mole: 76.9
2S+1: 3
DFT total energy in eV: -8803.4384
Orbital gap (spin up / spin down) in eV: 8.8 / 4.1
HOMO (spin up / spin down) in eV: -15.9345 / -18.3141
Total charge: +2
LUMO level (spin up / spin down) in hartree: -0.26120 / -0.52148
Strongest force on any atom in eV Å⁻¹: 3.9

> Number 1 is which compound?

C4H13N3